1.
The following is a DFT calculation (ωB97M-V/def2-TZVPD) of a 2-piece molecular cluster, C6H16 overall in a non-equilibrium geometry.

```
22
Properties=species:S:1:pos:R:3:mulliken_charge:R:1
C 3.458 0.611 1.042 -1.048
C -0.991 -0.018 0.957 -1.574
C -2.367 -1.449 -0.600 -1.183
C 2.185 0.351 0.235 -0.719
C -1.187 -0.454 -0.495 0.983
C -1.390 0.838 -1.299 -1.502
H -2.089 -2.417 -1.018 0.299
H -0.007 0.442 1.031 0.251
H 1.826 -0.649 0.424 0.330
H -3.154 -0.998 -1.195 0.316
H 2.393 0.346 -0.835 0.431
H 4.251 0.830 0.334 0.264
H 3.419 1.330 1.862 0.320
H -0.222 -0.869 -0.786 0.194
H 1.324 0.962 0.442 0.236
H -1.701 0.652 -2.326 0.383
H -2.066 1.568 -0.842 0.356
H 3.725 -0.284 1.613 0.262
H -2.704 -1.644 0.412 0.286
H -1.052 -0.833 1.682 0.332
H -0.453 1.401 -1.217 0.370
H -1.705 0.736 1.302 0.413
```

Computed properties:
SMILES string: CC(C)C.CC
Total charge: 0
Molecular weight in g mol⁻¹: 88.19
ΔE to the lowest compared entry with this formula, charge and spin in kJ/mol: 85.2
HOMO in eV: -11.084

***

2.
The following is a DFT calculation (ωB97M-V/def2-TZVPD) of a 2-piece molecular cluster, C6H16 overall in a non-equilibrium geometry.

```
22
Properties=species:S:1:pos:R:3:mulliken_charge:R:1
C 1.561 -0.666 3.268 -0.699
C 2.450 -1.483 2.402 -0.770
C -1.378 0.685 -2.932 -1.224
C -1.198 0.888 -1.377 0.951
C -1.994 -0.145 -0.583 -1.421
C 0.275 0.936 -1.063 -1.580
H 2.638 -2.482 2.846 0.266
H 0.848 0.009 -1.108 0.353
H 2.091 0.272 3.522 0.242
H -2.076 1.415 -3.360 0.293
H -1.905 -0.259 -3.159 0.301
H 1.233 -1.276 4.132 0.290
H 2.062 -1.646 1.391 0.214
H -0.443 0.686 -3.459 0.343
H -2.261 0.112 0.436 0.349
H -1.606 1.883 -1.190 0.184
H 0.556 1.427 -0.131 0.359
H 0.627 -0.466 2.784 0.181
H -2.911 -0.502 -1.066 0.374
H -1.367 -1.053 -0.485 0.309
H 0.780 1.527 -1.837 0.406
H 3.484 -1.126 2.387 0.280
```

Computed properties:
SMILES string: CC(C)C.CC
Total charge: 0
Molecular weight in g mol⁻¹: 88.19
ΔE to the lowest compared entry with this formula, charge and spin in kJ/mol: 74.0
HOMO in eV: -11.104

***

3.
The following is a DFT calculation (ωB97M-V/def2-TZVPD) of a 2-piece molecular cluster, C6H16 overall in a non-equilibrium geometry.

```
22
Properties=species:S:1:pos:R:3:mulliken_charge:R:1
C -1.953 -1.068 -1.476 -1.435
C -1.125 -1.559 -0.277 0.855
C -0.081 -0.436 0.182 -1.209
C 1.807 2.616 0.583 -0.759
C -2.014 -1.744 0.973 -1.456
C 2.837 1.549 -0.170 -0.730
H 2.434 0.828 -0.869 0.221
H 0.924 -0.713 -0.216 0.210
H -0.421 0.475 -0.308 0.250
H -1.508 -0.355 -2.115 0.424
H -2.924 -1.159 0.932 0.322
H 0.901 2.593 -0.035 0.189
H 2.191 3.615 0.412 0.346
H -2.060 -2.029 -2.013 0.316
H 0.082 -0.549 1.245 0.336
H -2.991 -0.743 -1.256 0.310
H 1.691 2.276 1.601 0.241
H -1.651 -1.444 1.933 0.371
H -0.544 -2.482 -0.233 0.354
H -2.349 -2.809 1.063 0.327
H 3.506 2.208 -0.690 0.325
H 3.248 0.931 0.735 0.192
```

Computed properties:
SMILES string: CC(C)C.CC
Total charge: 0
Molecular weight in g mol⁻¹: 88.19
ΔE to the lowest compared entry with this formula, charge and spin in kJ/mol: 185.9
HOMO in eV: -10.592

***

| no. | Kohn-Sham gap (eV) |
| --- | --- |
| 1 | 12.2 |
| 2 | 12.2 |
| 3 | 11.7 |